(1)
68
Properties=species:S:1:pos:R:3:mulliken_spin:R:1 method="wB97M-V/def2-TZVPD" total_energy_ev=-319286.3546 molar_mass_g_mol=1042.16 spin_multiplicity=6 largest_force_ev_per_a=0.55 s_squared=8.784 total_charge=-2 orbital_gap_ev="5.392 / 5.590"
Sb -5.21 -1.91 2.21 0.317
Ru -1.65 0.55 -0.25 3.523
Se -3.51 -1.21 -0.82 0.186
Se -4.18 0.15 1.04 0.158
Se -7.44 -1.16 2.81 0.332
Se -3.93 -2.80 4.06 0.299
F -2.60 -3.54 -5.17 0.000
O 2.67 1.32 -0.78 0.009
O -0.60 1.49 3.59 0.003
O -2.25 2.86 -0.36 0.056
O 0.03 -1.63 0.09 0.018
O 0.49 1.37 -0.33 0.031
O -1.22 6.07 2.62 0.000
O -0.98 0.32 -2.51 -0.010
N -1.44 2.09 1.58 0.015
N 2.20 -2.23 -2.79 0.008
N -1.77 4.42 1.18 0.002
N 0.46 -0.79 2.16 -0.002
N -1.17 -2.43 1.83 0.000
C -2.76 3.78 4.72 -0.003
C 0.00 -0.43 -2.57 0.004
C -1.25 4.00 4.66 0.000
C -1.82 3.09 0.78 -0.020
C 1.56 3.96 1.95 0.001
C 1.51 0.95 -0.95 -0.017
C -1.24 4.88 2.35 -0.004
C 1.27 -0.17 -1.95 0.024
C 3.32 -4.06 -3.95 0.001
C -1.42 -3.21 -4.58 0.003
C -1.31 -2.02 -3.91 0.017
C -0.92 2.37 2.79 0.025
C 3.26 -3.25 -2.66 -0.001
C 1.99 -4.77 -4.18 0.000
C 4.62 -2.64 -2.35 0.000
C 2.27 -1.07 -2.10 0.014
C -0.09 -1.69 -3.32 0.011
C 0.99 -2.58 -3.40 -0.005
C 0.85 -3.80 -4.09 -0.004
C -0.36 -4.10 -4.68 0.005
C -0.24 -1.60 1.30 -0.001
C 0.87 4.03 3.31 0.001
C -0.66 3.82 3.26 0.002
H 5.37 -3.43 -2.42 0.000
H -2.14 -1.33 -3.80 -0.012
H -3.13 3.92 5.73 0.000
H 3.54 -3.39 -4.78 0.000
H -1.81 -2.78 1.14 0.002
H 1.87 -5.55 -3.42 0.000
H 4.87 -1.86 -3.06 0.000
H 1.23 4.78 1.30 0.000
H 1.04 5.00 3.77 0.000
H -1.00 5.02 4.99 0.000
H -3.01 2.77 4.41 0.003
H -3.28 4.48 4.07 0.000
H 1.98 -5.28 -5.15 0.000
H 4.67 -2.23 -1.34 0.000
H 1.26 3.26 3.97 0.000
H 3.20 -0.85 -1.59 0.000
H -2.12 5.10 0.51 -0.001
H 4.13 -4.79 -3.88 0.000
H -0.50 -5.03 -5.22 0.000
H 2.97 -3.92 -1.84 0.000
H 1.36 3.02 1.42 0.002
H 2.64 4.04 2.06 0.000
H 0.95 -0.07 1.64 0.005
H -1.59 -2.23 2.73 0.002
H -0.07 -0.35 2.91 0.000
H -0.74 3.30 5.32 0.000

---

(2)
6
Properties=species:S:1:pos:R:3:nbo_charge:R:1 method="wB97M-V/def2-TZVPD" total_energy_ev=-7104.4913 relative_energy_kj_mol=100.8 molar_mass_g_mol=69.04 largest_force_ev_per_a=5.90 total_charge=+1 orbital_gap_ev=10.946
O -0.06 -1.31 0.61 -0.303
N 0.66 0.42 -0.94 -0.397
N -1.39 0.65 1.22 -0.139
C -0.83 -0.33 0.99 0.415
C 0.51 -0.52 -0.23 0.877
H 1.10 1.09 -1.64 0.546

---

(3)
19
Properties=species:S:1:pos:R:3:mulliken_spin:R:1 method="wB97M-V/def2-TZVPD" total_energy_ev=-11944.2730 relative_energy_kj_mol=653.0 molar_mass_g_mol=121.14 spin_multiplicity=2 largest_force_ev_per_a=4.14 s_squared=1.761 total_charge=+1 orbital_gap_ev="7.486 / 6.569"
O 0.50 0.74 -1.92 0.911
O 0.14 -1.76 -1.83 0.035
O -0.36 -0.08 2.38 -1.015
N 0.97 -1.24 0.38 0.608
C -0.27 1.04 -0.85 -0.021
C -1.05 -0.15 -0.41 0.107
C -0.18 -1.41 -0.49 0.011
C 0.56 1.73 0.18 0.151
H -0.01 1.82 1.06 0.003
H -1.06 1.82 -1.09 0.088
H 1.13 2.64 0.05 0.002
H -0.40 0.18 3.29 0.020
H 0.82 -1.01 1.42 -0.006
H -1.38 0.02 0.55 0.001
H 0.41 -0.88 -2.14 -0.002
H -1.83 -0.19 -1.18 0.002
H -0.91 -2.07 -0.01 0.097
H 1.58 -2.14 0.32 -0.004
H 1.33 0.94 0.27 0.010

---

(4)
21
Properties=species:S:1:pos:R:3:nbo_charge:R:1 method="wB97M-V/def2-TZVPD" smiles=NCCCCN.O total_energy_ev=-9402.1129 relative_energy_kj_mol=144.2 molar_mass_g_mol=106.17 largest_force_ev_per_a=1.49 orbital_gap_ev=9.674
O -2.83 0.63 -1.26 -0.970
N 0.26 1.54 -1.71 -0.839
N 0.59 0.12 2.69 -0.840
C 0.28 0.07 -1.67 -0.234
C 0.95 -1.11 1.95 -0.212
C 0.21 -1.12 0.59 -0.412
C 1.08 -0.56 -0.53 -0.416
H -2.80 1.56 -1.47 0.486
H 0.49 0.85 2.00 0.351
H 0.65 -1.97 2.56 0.180
H -0.60 1.91 -1.34 0.346
H 0.73 -0.24 -2.61 0.176
H 1.03 1.95 -1.19 0.351
H 1.77 0.15 -0.04 0.187
H -3.52 0.31 -0.68 0.490
H -0.69 -0.52 0.74 0.205
H -0.11 -2.15 0.39 0.207
H -0.74 -0.29 -1.62 0.220
H 2.02 -1.25 1.79 0.160
H 1.79 -1.30 -0.88 0.206
H 1.32 0.28 3.38 0.358

---

(5)
13
Properties=species:S:1:pos:R:3:nbo_charge:R:1 method="wB97M-V/def2-TZVPD" smiles=C1OC[C@H]2N[C@@H]12 total_energy_ev=-7797.0185 relative_energy_kj_mol=253.4 molar_mass_g_mol=85.11 largest_force_ev_per_a=0.62 orbital_gap_ev=10.738
O 1.32 0.24 0.81 -0.510
N -1.48 -0.34 -0.73 -0.566
C -0.11 0.08 -1.07 -0.115
C 0.80 1.05 -0.24 -0.105
C -0.36 -1.06 -0.16 -0.112
C 0.16 -0.49 1.15 -0.093
H -0.22 -2.11 -0.41 0.210
H 0.31 1.91 0.24 0.175
H -1.93 0.24 -0.03 0.345
H 1.62 1.41 -0.86 0.204
H -0.59 0.27 1.45 0.147
H 0.36 -1.18 1.97 0.208
H 0.11 -0.03 -2.13 0.212

---

(6)
42
Properties=species:S:1:pos:R:3:nbo_charge:R:1 method="wB97M-V/def2-TZVPD" total_energy_ev=-53077.7959 relative_energy_kj_mol=53.9 molar_mass_g_mol=471.88 largest_force_ev_per_a=0.54 total_charge=+1 orbital_gap_ev=7.846
Pd 0.46 -0.35 -0.93 0.892
S 0.97 -0.78 -3.21 -0.046
S -0.23 -2.28 0.70 2.376
O -0.10 -2.26 -0.81 -0.907
O 0.53 -1.05 1.09 -0.953
O 0.15 -3.51 1.29 -0.872
N 3.48 -0.52 -2.25 -0.411
N 3.17 -1.99 -3.99 -0.742
N 2.86 0.40 -1.51 -0.249
N 0.90 1.66 -0.51 -0.433
C 4.70 1.54 -0.29 -0.686
C -0.02 3.65 0.42 -0.232
C -1.92 -1.93 1.06 -0.392
C -3.60 -1.52 2.70 -0.207
C 1.24 4.09 0.76 -0.122
C 2.15 2.10 -0.22 0.181
C -6.00 -1.12 2.06 -0.637
C 2.34 3.31 0.43 -0.222
C -4.18 -1.54 0.38 -0.166
C -4.57 -1.39 1.70 0.008
C -2.86 -1.82 0.04 -0.188
C -2.29 -1.79 2.39 -0.158
C 3.29 1.27 -0.71 0.246
C 2.64 -1.13 -3.13 0.326
C -0.15 2.42 -0.20 0.074
H -6.46 -2.01 2.49 0.236
H 4.80 1.45 0.79 0.256
H 5.40 0.85 -0.75 0.226
H -1.12 2.02 -0.46 0.223
H 2.56 -2.52 -4.59 0.438
H -3.89 -1.41 3.74 0.225
H -4.91 -1.45 -0.41 0.215
H 5.00 2.56 -0.57 0.250
H 4.16 -2.14 -4.07 0.412
H 3.34 3.64 0.67 0.236
H -1.55 -1.90 3.18 0.236
H -6.08 -0.33 2.81 0.227
H 4.47 -0.72 -2.20 0.395
H 1.38 5.04 1.26 0.241
H -0.91 4.22 0.65 0.246
H -6.58 -0.83 1.19 0.222
H -2.56 -1.95 -0.99 0.237

---

(7)
13
Properties=species:S:1:pos:R:3:nbo_charge:R:1 method="wB97M-V/def2-TZVPD" smiles=CNSO.C#C total_energy_ev=-17593.3245 relative_energy_kj_mol=444.3 molar_mass_g_mol=105.16 largest_force_ev_per_a=3.56 orbital_gap_ev=9.042
S -0.48 1.84 -0.49 0.656
O -0.61 2.47 1.10 -0.927
N 0.21 0.37 -0.61 -0.784
C -1.08 -2.43 0.69 -0.245
C -1.98 -1.65 0.76 -0.213
C 1.66 0.18 -0.94 -0.416
H 1.83 0.11 -2.03 0.192
H -0.13 -0.34 -0.04 0.395
H -2.88 -1.17 0.96 0.236
H -0.54 3.38 1.29 0.486
H -0.27 -3.04 0.49 0.227
H 1.96 -0.72 -0.57 0.190
H 2.31 0.99 -0.62 0.204